{"formula": "C20H26F3NO2", "method": "ωB97M-V with the def2-TZVPD basis set", "gap_ev": 9.533, "e_tot_ev": -34900.065, "de_lowest_kj_mol": 0.0, "smiles": "CCOC(=O)C1(Cc2ccccc2C(F)(F)F)CCN(CC2CC2)CC1", "lumo_ev": 0.83, "symbols": ["C", "C", "O", "C", "O", "C", "C", "C", "C", "C", "C", "C", "C", "C", "F", "F", "F", "C", "C", "N", "C", "C", "C", "C", "C", "C", "H", "H", "H", "H", "H", "H", "H", "H", "H", "H", "H", "H", "H", "H", "H", "H", "H", "H", "H", "H", "H", "H", "H", "H", "H", "H"], "coordinates": [[-1.44346, 0.49291, 4.40887], [-0.05799, 0.27313, 3.83262], [-0.16266, 0.23084, 2.40883], [0.93576, -0.11304, 1.74012], [1.98847, -0.35158, 2.27374], [0.69164, -0.15242, 0.23168], [-0.30155, -1.30499, -0.09991], [-0.59545, -2.17840, 1.08685], [0.42355, -2.97625, 1.60140], [0.23214, -3.76033, 2.72220], [-0.99979, -3.77536, 3.35471], [-2.03438, -3.01154, 2.85068], [-1.83655, -2.21588, 1.72660], [-3.00197, -1.42141, 1.20467], [-3.35899, -1.79523, -0.04396], [-2.78142, -0.09682, 1.13924], [-4.10694, -1.56415, 1.95322], [2.03962, -0.33363, -0.47616], [1.92857, -0.11265, -1.98072], [1.41421, 1.21297, -2.26125], [1.45871, 1.52418, -3.67908], [1.20159, 2.99155, -3.93461], [-0.14076, 3.47054, -4.39936], [1.02243, 3.47061, -5.34333], [0.08174, 1.35734, -1.70546], [0.12561, 1.21323, -0.18808], [-1.37951, 0.58621, 5.48898], [-1.87705, 1.39902, 3.99537], [-2.09138, -0.34374, 4.16280], [0.37899, -0.67015, 4.18044], [0.62216, 1.08637, 4.10950], [0.14008, -1.93365, -0.87584], [-1.21664, -0.88004, -0.50462], [1.38720, -2.96804, 1.11607], [1.04523, -4.35937, 3.10299], [-1.15836, -4.38227, 4.23238], [-3.00126, -3.02978, 3.33003], [2.44591, -1.32579, -0.27644], [2.73896, 0.39719, -0.06839], [1.29232, -0.89466, -2.43852], [2.92449, -0.19605, -2.42393], [0.73922, 0.91378, -4.25633], [2.46539, 1.27711, -4.03320], [1.75174, 3.63258, -3.25747], [-0.50798, 4.41800, -4.03475], [-0.91767, 2.73716, -4.55696], [1.45719, 4.41629, -5.62788], [1.03436, 2.73363, -6.13224], [-0.61422, 0.61609, -2.14071], [-0.28831, 2.35235, -1.95540], [0.77747, 1.99409, 0.20852], [-0.87046, 1.35000, 0.23209]], "atomic_forces_ev_per_a": [[0.30, -0.05, -0.36], [0.12, -0.08, 0.52], [-0.33, 0.25, -0.12], [0.36, 0.10, -0.26], [0.10, 0.02, 0.07], [0.18, 0.16, 0.22], [0.00, 0.11, -0.02], [-0.26, -0.37, 0.01], [-0.14, 0.03, -0.10], [-0.05, -0.04, 0.09], [0.08, -0.04, 0.03], [-0.06, 0.13, -0.12], [-0.04, -0.12, 0.07], [-0.38, 0.12, -0.21], [0.13, -0.15, -0.12], [0.26, 0.13, 0.06], [-0.04, -0.16, 0.26], [-0.06, 0.00, -0.08], [0.13, -0.05, 0.18], [-0.03, -0.06, -0.11], [0.10, 0.20, 0.00], [0.07, -0.22, -0.01], [-0.14, 0.11, 0.04], [0.07, 0.03, -0.07], [0.03, 0.20, 0.28], [-0.13, -0.05, -0.21], [-0.01, 0.01, 0.12], [-0.10, 0.12, 0.02], [-0.10, -0.07, 0.01], [-0.03, 0.16, -0.05], [-0.04, -0.15, -0.03], [-0.06, 0.04, -0.03], [0.05, -0.08, -0.07], [0.13, 0.01, -0.06], [0.08, -0.06, 0.03], [-0.01, -0.07, 0.08], [-0.05, 0.01, 0.01], [0.03, -0.03, 0.05], [0.06, -0.05, -0.01], [0.05, 0.02, -0.04], [-0.07, -0.06, -0.01], [0.04, -0.01, -0.04], [-0.09, -0.04, -0.01], [-0.01, 0.10, -0.03], [0.03, 0.09, 0.02], [-0.02, -0.14, 0.00], [0.03, 0.08, 0.04], [-0.03, -0.13, -0.04], [-0.02, 0.03, -0.05], [-0.08, -0.09, -0.01], [-0.01, 0.08, 0.02], [0.00, 0.01, 0.02]]}